The following is a DFT calculation (ωB97M-V/def2-TZVPD) of a molecular structure, C4H8ClNi2O2S.

```
18
Properties=species:S:1:pos:R:3:forces:R:3
Ni 25.7614 19.4536 -2.0639 -0.6 2.3 -0.1
Ni 23.1624 23.1907 -3.2603 0.0 -0.4 0.1
Cl 24.1370 21.2862 -1.9119 0.9 -1.1 -0.3
C 27.1520 22.6597 1.1806 0.8 -0.8 0.0
C 28.6471 22.2912 1.4825 -1.6 0.6 -1.2
C 29.0729 21.3247 0.3115 0.8 0.2 2.3
S 28.1748 21.9369 -1.1812 -1.0 -1.7 0.5
O 27.3702 20.8110 -1.8148 1.3 1.7 0.7
O 29.2052 22.7634 -1.8623 -0.9 -0.8 -0.4
C 27.0410 23.1600 -0.2741 -0.1 0.9 1.1
H 26.8791 23.3729 1.9584 -0.3 0.8 -0.5
H 26.4750 21.8221 1.3485 0.2 -0.3 -0.1
H 28.6275 21.8696 2.4875 0.5 -0.9 -0.2
H 29.2416 23.1963 1.6062 0.2 0.0 -0.6
H 28.7510 20.3132 0.5593 -0.4 -0.2 -0.7
H 30.1452 21.2980 0.1178 0.0 0.2 -0.3
H 26.0923 23.1493 -0.8108 0.0 -0.4 0.1
H 27.4994 24.1463 -0.3467 0.3 0.0 -0.4
```
Forces are in eV/Å.

Computed properties:
net charge	+3
HOMO energy (alpha / beta)	-21.188 / -20.298	eV
⟨S²⟩	6.018
multiplicity	5

Löwdin population analysis, charges in e, atoms 1 to 8: 1.091, 0.666, 0.127, -0.166, -0.119, -0.101, 0.976, -0.425

---

The following is a DFT calculation (ωB97M-V/def2-TZVPD) of a single C4H8ClP molecule.

```
14
Properties=species:S:1:pos:R:3:forces:R:3
C -0.2465 1.4423 -0.7289 2.4 -1.1 0.0
C 0.3000 0.2775 -0.4084 -3.9 -1.4 2.4
C -0.4894 -0.8056 0.7232 1.2 1.2 -4.3
P -1.7214 -0.2428 1.9590 -0.7 -0.5 -0.9
C 1.3450 -0.4354 -1.1077 0.0 0.5 -1.4
Cl 0.7193 -1.1704 -2.6553 -0.1 0.2 -0.3
H 0.2764 2.0249 -1.4729 -0.4 0.4 -0.2
H -0.9556 1.7999 -0.0587 -1.4 1.1 0.4
H -0.8229 -1.5892 -0.0402 0.1 0.9 1.3
H 0.3727 -1.1753 1.2231 0.5 -0.7 0.6
H -1.6294 1.1257 1.6975 0.0 0.4 0.0
H -0.7143 -0.2315 2.8655 0.6 0.3 1.4
H 2.0950 0.3468 -1.4207 0.1 -1.7 0.6
H 1.4712 -1.3669 -0.5755 1.7 0.3 0.3
```
Forces are in eV/Å.

Computed properties:
SMILES string	C=C(CP)CCl
HOMO energy	-9.660	eV

Löwdin population analysis, charges in e, atoms 1 to 8: 0.033, -0.394, -0.449, 0.789, -0.549, 0.512, 0.073, 0.005

---

The following is a DFT calculation (ωB97M-V/def2-TZVPD) of a molecular structure, C4H8CsO2S.

```
16
Properties=species:S:1:pos:R:3:forces:R:3
Cs -4.3140 -1.2065 0.6249 0.1 0.0 0.1
C -0.1185 0.8330 -1.0925 0.4 -0.2 0.3
C 0.7321 -0.4797 -1.2421 0.7 -1.1 1.4
C 0.9981 -1.0833 0.1785 -0.5 1.0 1.1
S -0.1752 -0.1764 1.3702 -0.6 0.1 -0.8
O 0.4665 0.0699 2.6123 0.5 -0.1 1.0
O -1.5398 -0.8057 1.4848 2.0 1.0 -1.3
C -0.1192 1.3974 0.3914 -0.1 -1.7 -0.8
H -1.0656 0.4337 -1.4553 -0.6 1.1 0.4
H 0.2686 1.5983 -1.7652 -0.3 -0.1 -0.1
H 1.6771 -0.3301 -1.7644 0.1 0.3 0.3
H 0.2692 -1.2946 -1.7986 -0.6 0.5 -0.3
H 2.0031 -0.8734 0.5447 -0.1 0.7 0.2
H 0.9220 -2.1236 0.4949 -0.7 -0.3 -1.0
H 0.8125 1.8715 0.7000 0.5 -0.6 -0.3
H -0.8169 2.1692 0.7165 -0.8 -0.6 -0.4
```
Forces are in eV/Å.

Computed properties:
net charge	+1
HOMO energy	-13.454	eV

Löwdin population analysis, charges in e, atoms 1 to 8: 1.046, -0.183, -0.191, -0.171, 0.712, -0.310, -0.558, -0.179

---

The following is a DFT calculation (ωB97M-V/def2-TZVPD) of a molecular structure, C4H8DyO3.

```
16
Properties=species:S:1:pos:R:3:forces:R:3
O 0.1823 -0.3471 -1.1494 -1.4 -1.7 -1.2
O -2.0400 -0.3307 -1.4491 2.2 -2.6 -1.0
C -0.9847 -0.8235 -1.6160 -2.0 4.2 2.1
O -1.2727 0.7478 2.4596 2.2 0.4 -2.7
C -2.6008 0.6966 2.8526 -1.0 -0.1 0.7
C 1.4289 -0.8284 -1.8053 1.3 -0.9 -0.8
C 2.5862 -0.0562 -1.2321 -0.2 0.3 0.2
H -3.2339 1.4567 2.3584 0.3 -0.2 0.0
H -3.0527 -0.2893 2.6201 0.2 0.2 0.0
H -2.6911 0.8570 3.9436 0.1 -0.1 -0.4
H 1.4924 -1.9006 -1.5920 0.0 0.2 -0.1
H 1.3002 -0.6549 -2.8785 0.0 0.0 0.3
H 2.6918 -0.2070 -0.1458 0.1 -0.1 -0.2
H 3.5077 -0.4330 -1.6937 -0.2 0.1 0.1
H 2.5213 1.0157 -1.4674 0.1 -0.2 0.0
Dy 0.1650 1.0969 0.7951 -1.8 0.4 3.0
```
Forces are in eV/Å.

Computed properties:
net charge	+2
HOMO energy (alpha / beta)	-16.878 / -16.325	eV
⟨S²⟩	12.194
multiplicity	7

Löwdin population analysis, charges in e, atoms 1 to 8: -0.207, 0.328, -0.011, -0.520, -0.201, -0.131, -0.062, 0.097

---

The following is a DFT calculation (ωB97M-V/def2-TZVPD) of a single C4H8F2 molecule.

```
14
Properties=species:S:1:pos:R:3:forces:R:3
C 0.3519 1.3836 0.5198 0.7 1.0 2.2
C 0.1137 0.1241 -0.2201 0.1 -0.4 -4.0
C 1.0192 -1.1360 -0.0951 -0.3 0.8 -0.6
C -1.3138 -0.3778 -0.2674 0.7 -0.6 -0.4
F -1.5692 -1.2123 0.7802 -0.6 0.1 0.8
F -2.1509 0.6642 -0.2117 -1.1 0.3 0.0
H 1.2446 1.8882 0.1262 -0.2 -0.2 0.0
H -0.5013 2.0412 0.3144 0.3 0.0 0.4
H 0.5293 1.3147 1.6272 -0.4 -0.1 -0.8
H 0.2062 0.6064 -1.2595 -0.1 -1.3 0.7
H 1.8492 -0.8230 0.5143 0.4 -0.5 0.4
H 1.4064 -1.6168 -1.0287 -0.4 0.9 0.5
H 0.3466 -1.8508 0.3562 0.7 -0.5 0.6
H -1.5319 -1.0058 -1.1558 0.1 0.6 0.2
```
Forces are in eV/Å.

Computed properties:
SMILES string	CC(C)C(F)F
HOMO energy	-11.189	eV

Löwdin population analysis, charges in e, atoms 1 to 8: -0.091, -0.371, -0.035, -0.411, 0.033, 0.065, 0.085, 0.082

---

The following is a DFT calculation (ωB97M-V/def2-TZVPD) of a single C4H8F2N2 molecule.

```
16
Properties=species:S:1:pos:R:3:forces:R:3
H 1.5352 -1.3318 -0.0223 -0.3 -0.1 0.1
N 2.2580 -0.6535 -0.2141 0.0 0.9 -0.1
C 1.8420 0.5583 -0.2847 -0.2 -0.7 0.0
N 0.5786 1.0872 -0.1377 0.2 0.3 -0.1
C -0.6517 0.3472 0.0630 -0.3 0.1 -0.1
C -0.6911 -0.3784 1.4088 -1.2 0.2 -0.2
F -0.6933 0.5809 2.4047 0.1 0.1 0.2
C -0.9949 -0.5614 -1.1176 -0.2 -0.6 0.4
F -1.1724 0.2217 -2.2394 0.0 0.0 -0.1
H 2.5811 1.3191 -0.5063 0.1 0.2 0.0
H 0.4812 2.0880 -0.2915 0.1 -0.6 0.1
H -1.4527 1.1054 0.0862 0.2 -0.3 0.1
H -1.6415 -0.9414 1.5091 0.5 0.2 -0.1
H 0.1381 -1.0356 1.5910 0.5 -0.3 0.0
H -1.9347 -1.1353 -0.9379 0.6 0.5 0.0
H -0.1818 -1.2704 -1.3112 -0.2 0.1 -0.2
```
Forces are in eV/Å.

Computed properties:
SMILES string	[H]/N=C\NC(CF)CF
HOMO energy	-9.347	eV

Löwdin population analysis, charges in e, atoms 1 to 8: 0.005, 0.075, -0.301, 0.031, -0.293, -0.163, -0.039, -0.173

---

Respective ΔE to the lowest compared entry with this formula, charge and spin values: 22.0; 135.5; 113.4; 327.6; 89.9; 0.0 kJ/mol.
Respective maximum force values: 2.40; 4.83; 2.57; 5.09; 3.99; 1.23 eV Å⁻¹.